Formula: C12H21N5O3S2
Source: OMol25
Level of theory: the ωB97M-V functional and the def2-TZVPD basis

- gap between HOMO and LUMO (eV) = 9.67
- largest force on an atom (Eh/bohr) = 0.03348
- SMILES = CC(C)CN(C(=O)CSc1nnnn1C)[C@H]1CCS(=O)(=O)C1
- E_LUMO (Ha) = 0.012
- highest occupied orbital energy (hartree) = -0.3435
- charge = 0
- energy relative to the best compared isomer or geometry (same formula, charge and spin) (eV) = 0.0000

Cartesian coordinates (Å):
C (-0.440, -1.845, 1.921)
C (0.120, -2.195, 0.547)
C (0.073, -3.705, 0.320)
C (-0.637, -1.501, -0.605)
N (-0.449, -0.064, -0.697)
C (0.661, 0.521, -1.203)
O (0.781, 1.728, -1.302)
C (1.776, -0.384, -1.720)
S (3.352, 0.496, -1.507)
C (3.170, 0.794, 0.180)
N (2.313, 0.216, 1.000)
N (2.516, 0.772, 2.185)
N (3.435, 1.640, 2.146)
N (3.889, 1.698, 0.889)
C (4.921, 2.582, 0.447)
C (-1.579, 0.834, -0.470)
C (-2.582, 0.769, -1.641)
C (-3.695, 1.735, -1.311)
S (-4.007, 1.328, 0.442)
O (-4.983, 0.275, 0.519)
O (-4.248, 2.512, 1.215)
C (-2.359, 0.618, 0.811)
H (0.123, -2.374, 2.685)
H (-0.333, -0.782, 2.110)
H (-1.485, -2.136, 2.011)
H (1.160, -1.860, 0.551)
H (-0.957, -4.058, 0.325)
H (0.613, -4.219, 1.109)
H (0.522, -3.976, -0.634)
H (-0.338, -1.960, -1.555)
H (-1.704, -1.692, -0.482)
H (1.856, -1.344, -1.223)
H (1.654, -0.522, -2.796)
H (5.830, 2.021, 0.221)
H (5.116, 3.292, 1.248)
H (4.592, 3.106, -0.452)
H (-1.143, 1.839, -0.455)
H (-2.994, -0.239, -1.726)
H (-2.079, 1.024, -2.574)
H (-4.604, 1.574, -1.880)
H (-3.383, 2.773, -1.357)
H (-1.940, 1.135, 1.667)
H (-2.535, -0.426, 1.042)